No. 1
The following is a DFT calculation (ωB97M-V with the def2-TZVPD basis set) of 18 unconnected molecules or ions with the total composition C53H78Cl26O16P at a distorted geometry.

```
! RIJCOSX wB97M-V def2-TZVPD def2/J DEFGRID3
* xyz 2 2
C 6.702 11.712 -28.557
C 6.614 10.837 -27.334
C 7.770 10.989 -26.363
C 7.556 9.873 -25.251
P 8.465 9.972 -23.684
C 8.151 11.577 -23.042
C 6.681 12.056 -22.787
C 6.580 13.617 -22.607
C 7.207 13.949 -21.270
C 7.676 8.752 -22.470
C 8.384 8.424 -21.201
C 7.937 6.996 -20.847
C 8.476 6.810 -19.457
C 10.248 9.875 -23.943
C 10.844 8.422 -23.891
C 12.229 8.479 -24.341
C 12.818 7.052 -24.630
H 7.241 12.656 -28.481
H 5.695 12.000 -28.857
H 7.213 11.149 -29.338
H 6.497 9.831 -27.737
H 5.827 11.035 -26.606
H 7.660 11.978 -25.918
H 8.701 10.906 -26.925
H 7.906 8.926 -25.662
H 6.512 9.785 -24.952
H 8.714 12.273 -23.663
H 8.608 11.463 -22.060
H 6.242 11.674 -21.865
H 6.091 11.721 -23.641
H 5.535 13.902 -22.727
H 7.211 14.136 -23.328
H 6.703 13.362 -20.503
H 6.920 14.970 -21.019
H 8.292 13.855 -21.234
H 7.529 7.892 -23.123
H 6.634 9.070 -22.445
H 8.030 9.124 -20.444
H 9.471 8.485 -21.246
H 8.411 6.321 -21.560
H 6.886 6.711 -20.792
H 8.160 7.540 -18.712
H 9.559 6.921 -19.414
H 8.247 5.826 -19.048
H 10.729 10.447 -23.150
H 10.495 10.477 -24.817
H 10.159 7.807 -24.474
H 10.777 7.970 -22.901
H 12.719 8.937 -23.482
H 12.284 9.093 -25.240
H 13.902 7.004 -24.736
H 12.292 6.534 -25.432
H 12.620 6.404 -23.776
C 8.424 5.608 -12.568
C 7.959 6.163 -13.692
C 8.578 6.097 -15.058
O 8.041 6.661 -16.092
C 9.880 5.660 -14.993
C 10.476 5.105 -13.862
C 9.678 4.829 -12.621
O 10.022 4.057 -11.742
O 11.813 4.654 -13.957
O 6.750 6.772 -13.789
H 7.924 5.817 -11.633
H 10.629 5.731 -15.768
H 12.150 4.399 -13.095
H 6.659 6.875 -14.740
C 1.757 16.893 -20.663
C 3.131 16.975 -20.946
C 4.272 17.056 -19.983
O 5.461 17.164 -20.326
C 3.792 16.740 -18.609
C 2.486 16.541 -18.269
C 1.353 16.797 -19.198
O 0.192 16.789 -18.844
O 2.142 16.053 -17.030
O 3.429 17.044 -22.260
H 1.016 16.929 -21.448
H 4.580 16.527 -17.903
H 1.186 15.957 -17.011
H 4.381 17.082 -22.378
C 2.410 12.213 -24.310
C 1.780 11.899 -25.488
C 0.948 12.830 -26.280
O 0.281 12.447 -27.225
C 0.916 14.206 -25.703
C 1.584 14.501 -24.556
C 2.386 13.541 -23.786
O 3.081 13.880 -22.772
O 1.460 15.714 -23.948
O 1.729 10.726 -26.044
H 3.033 11.536 -23.744
H 0.334 14.990 -26.165
H 1.973 15.835 -23.145
H 1.192 10.743 -26.840
C 4.204 7.042 -23.911
C 3.796 7.786 -24.919
C 3.319 7.302 -26.265
O 2.925 7.941 -27.241
C 3.394 5.860 -26.339
C 3.852 5.023 -25.347
C 4.322 5.562 -24.021
O 4.719 4.792 -23.070
O 3.761 3.657 -25.442
O 3.668 9.155 -24.650
H 4.461 7.522 -22.978
H 3.031 5.409 -27.251
H 4.201 3.280 -24.676
H 3.259 9.652 -25.362
C 12.261 10.010 -19.421
Cl 12.609 10.638 -21.139
Cl 10.659 9.619 -18.946
H 12.829 9.091 -19.276
H 12.734 10.682 -18.706
C 4.474 7.019 -18.780
Cl 4.205 6.884 -20.575
Cl 5.107 8.663 -18.310
H 3.496 6.882 -18.317
H 5.148 6.196 -18.545
C 13.080 4.988 -20.913
Cl 13.798 5.018 -19.327
Cl 11.962 3.660 -21.045
H 12.629 5.921 -21.251
H 13.835 4.697 -21.644
C 4.735 6.289 -29.922
Cl 5.889 7.318 -28.936
Cl 4.062 7.068 -31.367
H 5.335 5.448 -30.269
H 3.926 5.980 -29.259
C 13.541 3.247 -25.778
Cl 12.548 1.968 -26.529
Cl 12.881 3.480 -24.136
H 14.607 3.018 -25.754
H 13.234 4.174 -26.261
C 3.725 15.115 -29.401
Cl 5.421 15.387 -29.886
Cl 3.848 13.687 -28.333
H 3.384 15.990 -28.849
H 3.099 14.919 -30.272
C 16.902 8.186 -23.574
Cl 16.747 7.809 -25.342
Cl 15.517 7.365 -22.743
H 17.836 7.802 -23.163
H 16.856 9.273 -23.503
C 6.635 12.209 -17.734
Cl 7.050 13.792 -17.192
Cl 7.875 11.736 -18.954
H 6.716 11.492 -16.917
H 5.644 12.128 -18.181
C 9.691 7.323 -28.920
Cl 9.840 5.612 -28.639
Cl 9.980 8.090 -27.408
H 10.335 7.427 -29.794
H 8.725 7.672 -29.284
C 9.058 4.947 -25.367
Cl 9.116 4.526 -23.638
Cl 7.420 5.691 -25.685
H 9.846 5.636 -25.673
H 9.048 3.982 -25.873
C 10.429 14.453 -23.343
Cl 11.011 13.057 -22.465
Cl 9.756 14.044 -25.004
H 9.671 14.956 -22.743
H 11.324 15.035 -23.563
C 13.472 12.565 -25.752
Cl 12.628 13.250 -27.207
Cl 14.449 11.188 -26.353
H 14.208 13.245 -25.323
H 12.809 12.293 -24.931
C 14.451 7.598 -28.104
Cl 12.895 6.701 -28.081
Cl 14.458 8.579 -29.657
H 14.530 8.339 -27.308
H 15.249 6.856 -28.095
*
```

- HOMO (spin up / spin down): -12.17 / -12.17 eV
- Kohn-Sham gap (spin up / spin down): 3.93 / 1.85 eV

***

No. 2
The following is a DFT calculation (ωB97M-V with the def2-TZVPD basis set) of 6 unconnected molecules or ions with the total composition C37H41N5O16S at a distorted geometry.

```
! RIJCOSX wB97M-V def2-TZVPD def2/J DEFGRID3
* xyz 0 1
C 2.790 -4.157 4.356
C 1.294 -4.263 4.096
O 0.862 -3.158 3.314
C -0.446 -3.323 2.812
C -0.506 -3.426 1.261
O 0.728 -3.302 0.601
C 1.504 -4.477 0.636
C 2.566 -4.445 -0.502
O 2.427 -3.329 -1.358
C 3.277 -2.280 -1.024
O 3.321 -2.030 0.375
S 2.504 -0.642 0.773
O 3.304 0.436 0.231
O 2.871 -0.665 2.353
H 3.336 -4.788 3.655
H 3.142 -3.131 4.280
H 3.021 -4.551 5.347
H 0.730 -4.267 5.035
H 1.096 -5.195 3.554
H -1.051 -2.471 3.133
H -0.907 -4.219 3.241
H -1.029 -4.331 0.935
H -1.116 -2.592 0.907
H 0.877 -5.366 0.519
H 2.056 -4.516 1.579
H 2.383 -5.325 -1.123
H 3.581 -4.546 -0.114
H 2.903 -1.399 -1.552
H 4.306 -2.448 -1.353
H 3.109 0.238 2.602
C -6.626 -4.219 4.238
C -5.991 -3.761 3.091
C -4.904 -4.449 2.576
C -4.475 -5.594 3.223
C -5.090 -6.063 4.369
C -6.174 -5.366 4.877
N -3.336 -6.339 2.666
O -2.806 -5.884 1.671
O -2.994 -7.359 3.226
H -7.477 -3.681 4.634
H -6.344 -2.868 2.594
H -4.407 -4.098 1.684
H -4.736 -6.957 4.860
H -6.668 -5.720 5.771
C -2.388 4.235 2.291
C -1.867 4.796 1.133
C -0.911 4.111 0.401
C -0.496 2.868 0.841
C -0.999 2.295 1.995
C -1.952 2.988 2.723
N 0.500 2.128 0.057
O 0.944 2.650 -0.943
O 0.830 1.024 0.451
H -3.137 4.770 2.859
H -2.204 5.767 0.799
H -0.505 4.549 -0.498
H -0.658 1.325 2.325
H -2.357 2.555 3.627
C -1.393 -8.186 -3.508
C -1.544 -7.661 -2.232
C -2.453 -6.640 -2.006
C -3.200 -6.164 -3.066
C -3.059 -6.669 -4.345
C -2.146 -7.688 -4.563
N -4.183 -5.094 -2.821
O -4.272 -4.658 -1.691
O -4.850 -4.715 -3.762
H -0.686 -8.987 -3.682
H -0.957 -8.048 -1.410
H -2.575 -6.229 -1.014
H -3.650 -6.280 -5.161
H -2.025 -8.096 -5.557
C 2.966 4.322 -2.594
C 2.199 5.324 -3.173
C 2.741 6.135 -4.155
C 4.050 5.928 -4.548
C 4.832 4.939 -3.981
C 4.282 4.133 -2.996
N 4.621 6.778 -5.605
O 3.916 7.655 -6.067
O 5.763 6.557 -5.954
H 2.531 3.693 -1.830
H 1.174 5.471 -2.858
H 2.141 6.913 -4.604
H 5.854 4.794 -4.298
H 4.879 3.354 -2.543
C 2.111 11.743 -2.046
C 1.145 11.924 -1.065
C 0.606 10.829 -0.411
C 1.048 9.564 -0.751
C 2.004 9.364 -1.730
C 2.537 10.465 -2.381
N 0.492 8.402 -0.038
O -0.359 8.610 0.804
O 0.917 7.301 -0.327
H 2.534 12.602 -2.552
H 0.814 12.921 -0.807
H -0.145 10.965 0.353
H 2.341 8.371 -1.989
H 3.287 10.324 -3.147
*
```

- HOMO: -9.12 eV
- Kohn-Sham gap: 8.46 eV

***

No. 3
The following is a DFT calculation (ωB97M-V with the def2-TZVPD basis set) of 2 unconnected molecules or ions with the total composition C6H6BrNO at a distorted geometry.

```
! RIJCOSX wB97M-V def2-TZVPD def2/J DEFGRID3
* xyz 0 1
C -1.661 -1.146 -0.261
C -0.308 -1.074 0.044
C -2.484 -0.105 0.230
C -0.636 1.022 1.011
C 0.259 0.051 0.652
C 3.689 1.215 0.152
N -1.977 0.955 0.879
O 3.792 1.933 -0.857
Br 4.644 -0.462 0.225
H -1.908 -2.058 -0.825
H 0.360 -2.041 -0.190
H -3.478 -0.021 0.255
H -0.148 1.823 1.460
H 1.241 0.190 0.936
H 4.287 1.505 -1.605
*
```

- HOMO: -9.29 eV
- Kohn-Sham gap: 9.51 eV

***

No. 4
The following is a DFT calculation (ωB97M-V with the def2-TZVPD basis set) of 3 unconnected molecules or ions with the total composition C6H12.

```
! RIJCOSX wB97M-V def2-TZVPD def2/J DEFGRID3
* xyz 0 1
C 1.493 -0.307 -1.469
C 1.044 -1.507 -1.312
C 1.853 -0.966 -0.170
H 1.579 0.588 -2.066
H 0.481 -2.351 -1.679
H 1.345 -0.660 0.752
H 2.873 -1.326 -0.005
C -0.987 2.229 0.662
C 0.201 2.333 0.076
H -1.883 2.655 0.217
H -1.114 1.713 1.611
H 1.098 1.904 0.519
H 0.326 2.853 -0.871
C -1.662 -1.431 0.747
H -1.280 -0.535 0.250
H -0.833 -2.116 0.946
H -2.395 -1.922 0.101
H -2.141 -1.154 1.690
*
```

- HOMO: -9.44 eV
- Kohn-Sham gap: 10.65 eV
- Structure (SMILES): C1=CC1.C=C.C

***

No. 5
The following is a DFT calculation (ωB97M-V with the def2-TZVPD basis set) of a molecular structure, C16H44AgN4O8S at a distorted geometry.

```
! RIJCOSX wB97M-V def2-TZVPD def2/J DEFGRID3
* xyz 0 2
Ag 0.670 -0.793 -1.242
S 1.158 -4.051 -4.779
O 1.396 -3.697 -6.162
O 2.154 -3.381 -3.978
O -0.048 -3.434 -4.284
O 1.169 -5.446 -4.465
C 4.114 2.803 -4.967
C 2.997 3.729 -4.524
C 2.797 4.858 -5.508
O 1.744 5.680 -4.980
C 1.158 6.557 -6.005
N 1.695 3.052 -4.496
H 5.072 3.296 -5.130
H 3.865 2.361 -5.932
H 4.298 1.962 -4.298
H 3.171 4.204 -3.558
H 2.556 4.479 -6.501
H 3.716 5.416 -5.687
H 0.364 6.105 -6.600
H 1.908 6.949 -6.692
H 0.736 7.415 -5.482
H 1.088 3.858 -4.549
H 1.704 2.736 -5.455
C -2.137 -5.237 2.499
C -1.172 -4.390 3.389
C -0.863 -4.962 4.829
O -0.066 -3.932 5.479
C 0.244 -4.181 6.790
N 0.015 -4.075 2.632
H -2.378 -4.921 1.484
H -3.029 -5.531 3.052
H -1.660 -6.193 2.284
H -1.763 -3.487 3.540
H -0.288 -5.885 4.772
H -1.851 -5.153 5.250
H 0.985 -3.537 7.264
H 0.689 -5.172 6.881
H -0.693 -4.097 7.341
H 0.419 -4.937 2.294
H 0.662 -3.813 3.362
C -5.318 2.047 -1.642
C -5.195 1.346 -0.344
C -6.590 0.944 0.333
O -6.373 -0.215 1.109
C -7.444 -1.056 1.253
N -4.423 0.133 -0.583
H -5.874 2.948 -1.384
H -5.938 1.527 -2.373
H -4.388 2.318 -2.142
H -4.666 1.955 0.389
H -7.239 0.693 -0.507
H -6.905 1.847 0.855
H -7.732 -1.472 0.287
H -8.317 -0.601 1.720
H -7.159 -1.946 1.814
H -4.758 -0.594 0.033
H -4.731 -0.299 -1.443
C 3.489 2.433 3.972
C 3.472 1.798 2.562
C 4.402 0.576 2.578
O 4.357 -0.038 1.292
C 5.166 -1.233 1.439
N 2.109 1.469 2.229
H 2.726 3.208 4.041
H 4.469 2.902 4.068
H 3.341 1.646 4.712
H 3.794 2.545 1.837
H 4.092 -0.058 3.409
H 5.373 0.982 2.863
H 5.268 -1.753 0.486
H 4.831 -1.882 2.248
H 6.147 -0.955 1.826
H 1.712 2.384 2.069
H 1.709 1.244 3.128
*
```

- HOMO (spin up / spin down): -7.94 / -7.71 eV
- Kohn-Sham gap (spin up / spin down): 4.60 / 4.39 eV

***

No. 6
The following is a DFT calculation (ωB97M-V with the def2-TZVPD basis set) of 5 unconnected molecules or ions with the total composition C30H25F5 at a distorted geometry.

```
! RIJCOSX wB97M-V def2-TZVPD def2/J DEFGRID3
* xyz 0 1
F 9.626 10.038 10.803
C 10.442 9.291 10.115
C 11.190 9.894 9.110
C 11.939 9.234 8.225
C 12.063 7.807 8.345
C 11.380 7.217 9.420
C 10.587 7.932 10.315
H 11.159 10.964 8.946
H 12.434 9.862 7.441
H 12.674 7.227 7.659
H 11.472 6.161 9.584
H 9.999 7.399 11.053
F 11.239 15.696 14.925
C 11.451 16.969 15.338
C 11.436 17.259 16.717
C 11.553 18.591 17.042
C 12.015 19.573 16.134
C 12.206 19.182 14.842
C 11.860 17.883 14.390
H 11.237 16.544 17.477
H 11.354 18.765 18.056
H 12.067 20.618 16.452
H 12.524 19.861 14.045
H 11.907 17.651 13.320
F 5.493 18.861 9.965
C 6.634 18.754 9.140
C 6.499 19.223 7.874
C 7.588 19.202 7.037
C 8.743 18.562 7.425
C 8.830 18.076 8.746
C 7.766 18.121 9.600
H 5.526 19.659 7.538
H 7.454 19.591 6.016
H 9.534 18.406 6.688
H 9.683 17.605 9.071
H 7.816 17.727 10.595
F 15.675 13.496 10.930
C 15.560 14.835 10.920
C 15.449 15.333 9.649
C 15.232 16.678 9.543
C 15.166 17.480 10.669
C 15.284 16.916 11.950
C 15.452 15.552 12.107
H 15.583 14.551 8.858
H 15.115 17.082 8.540
H 14.947 18.509 10.563
H 15.146 17.491 12.872
H 15.408 15.117 13.127
F 12.036 14.814 8.284
C 11.415 14.764 9.475
C 12.055 15.259 10.596
C 11.323 15.233 11.777
C 10.026 14.807 11.826
C 9.427 14.323 10.653
C 10.144 14.277 9.487
H 13.077 15.597 10.466
H 11.758 15.531 12.682
H 9.522 14.786 12.757
H 8.363 14.034 10.619
H 9.626 13.947 8.510
*
```

- HOMO: -9.02 eV
- Kohn-Sham gap: 9.65 eV
- Structure (SMILES): Fc1ccccc1.Fc1ccccc1.Fc1ccccc1.Fc1ccccc1.Fc1ccccc1